Entry from the OMol25 dataset: a structure of composition C48H60N5O4Ti (wB97M-V/def2-TZVPD).

Spin multiplicity: 3
HOMO energy (spin up / spin down) in eV: -3.458 / -4.199
Orbital gap (spin up / spin down) in eV: 5.751 / 6.108
⟨S²⟩: 2.0293
Maximum force in eV/Å: 0.84
Charge: -1

Each line ends with the Löwdin spin population.
CARTESIAN COORDINATES (ANGSTROEM)
Ti: -0.761710 1.400079 -0.149853  0.96
O: 1.075891 1.845411 -0.737179  0.00
C: 1.788396 2.200219 -1.756124  0.00
C: 2.834673 1.361888 -2.209915  0.00
C: 3.606571 1.705693 -3.295778  0.00
C: 3.397697 2.910886 -3.973869  0.00
C: 2.405833 3.757385 -3.521489  0.00
C: 1.587885 3.427187 -2.438525  0.00
C: 0.608215 4.412083 -1.980986  0.00
N: -0.349640 4.190324 -1.182667  0.00
C: -1.125849 5.343925 -0.759511  0.00
C: -1.038896 5.484786 0.761432  0.00
N: -1.527940 4.248861 1.300230  0.00
C: -2.611529 4.232741 1.946148  0.00
C: -3.297789 2.978362 2.274003  0.00
C: -4.043191 2.873274 3.447080  0.00
C: -4.725034 1.715925 3.771011  0.00
C: -4.683689 0.645475 2.876355  0.00
C: -3.988929 0.738580 1.688926  0.00
C: -3.271447 1.904519 1.347249  0.00
O: -2.656539 1.978134 0.183998  0.01
H: 2.994485 0.437194 -1.667746  0.00
H: 4.391998 1.033446 -3.623410  0.00
H: 4.012031 3.180655 -4.823088  0.00
H: 2.243752 4.712398 -4.013719  0.00
H: 0.766988 5.429788 -2.377992  0.00
H: -2.176572 5.175954 -1.015340  0.00
H: -0.786993 6.269962 -1.245776  0.00
H: -1.617687 6.363769 1.087314  0.00
H: 0.008625 5.623701 1.046761  0.00
H: -3.112042 5.169968 2.247775  0.00
H: -4.065433 3.723091 4.123226  0.00
H: -5.278139 1.641179 4.698488  0.00
H: -5.207484 -0.274175 3.113230  0.00
H: -3.946958 -0.083823 0.985580  0.00
C: 1.553737 -5.587207 0.200392  0.00
C: 0.365459 -5.507906 -0.758610  0.00
C: 0.843486 -5.959433 -2.145999  0.00
C: -0.715902 -6.476456 -0.257476  0.00
C: -0.213596 -4.096856 -0.849439  0.06
C: 0.300901 -3.041352 -0.143736  0.05
C: -0.263886 -1.742958 -0.256268  0.06
N: 0.132388 -0.616871 0.315151  0.24
C: 1.121896 -0.432581 1.271630  0.00
C: 2.292097 -1.170852 1.463200  0.03
C: 3.185771 -0.838890 2.469200  0.00
C: 2.888705 0.263822 3.274429  0.04
C: 1.769254 1.066256 3.090238  0.00
C: 0.873592 0.720453 2.056178  0.04
O: -0.182122 1.462644 1.771905  0.03
C: 1.508969 2.317376 3.926970  0.00
C: 0.126401 2.228072 4.591230  0.00
C: 1.564993 3.556042 3.019226  0.00
C: 2.549552 2.500140 5.034985  0.00
C: 4.480331 -1.618685 2.708416  0.00
C: 4.488373 -2.183988 4.135921  0.00
C: 5.688434 -0.687631 2.530915  0.00
C: 4.640783 -2.790058 1.738591  0.00
C: -1.521071 -1.574122 -0.994755  0.11
O: -2.142124 -0.487937 -0.849021  0.15
C: -1.988814 -2.666783 -1.800930  0.05
C: -1.331413 -3.870315 -1.695007  0.10
C: -3.235597 -2.579261 -2.694362  0.00
C: -3.783465 -1.158975 -2.878678  0.00
C: -2.900591 -3.108030 -4.100021  0.00
C: -4.350993 -3.439738 -2.081795  0.00
H: 1.926778 -6.613707 0.236126  0.00
H: 1.271242 -5.296132 1.214195  0.00
H: 2.374292 -4.943082 -0.122757  0.00
H: 1.247082 -6.975136 -2.098001  0.00
H: 1.626607 -5.293590 -2.514478  0.00
H: 0.030070 -5.953883 -2.873400  0.00
H: -0.314647 -7.491415 -0.183243  0.00
H: -1.574864 -6.501709 -0.929934  0.00
H: -1.072267 -6.172416 0.728660  0.00
H: 1.128679 -3.195059 0.525358  0.00
H: 2.534854 -1.968112 0.779842  0.00
H: 3.586714 0.522010 4.060477  0.00
H: -0.660869 2.128106 3.845913  0.00
H: -0.058625 3.132026 5.181170  0.00
H: 0.083280 1.367764 5.264671  0.00
H: 0.831946 3.478362 2.219445  0.00
H: 2.560749 3.657981 2.578686  0.00
H: 1.354254 4.456604 3.607161  0.00
H: 2.556622 1.654512 5.727542  0.00
H: 2.305942 3.399142 5.606824  0.00
H: 3.557519 2.626205 4.631975  0.00
H: 4.405317 -1.388478 4.877824  0.00
H: 5.415651 -2.732971 4.327473  0.00
H: 3.646492 -2.864276 4.280945  0.00
H: 5.653100 0.146644 3.233021  0.00
H: 5.704112 -0.271805 1.521392  0.00
H: 6.622761 -1.232852 2.697490  0.00
H: 3.817676 -3.502642 1.830236  0.00
H: 5.570823 -3.321226 1.956454  0.00
H: 4.684560 -2.449895 0.701572  0.00
H: -1.707324 -4.713812 -2.263375  0.00
H: -3.018363 -0.496491 -3.285139  0.00
H: -4.125721 -0.721917 -1.944137  0.00
H: -4.618993 -1.205314 -3.585789  0.00
H: -2.098695 -2.514021 -4.544241  0.00
H: -3.781466 -3.033810 -4.744444  0.00
H: -2.583087 -4.151342 -4.091298  0.00
H: -4.614144 -3.067611 -1.089683  0.00
H: -4.039354 -4.481176 -1.979677  0.00
H: -5.247113 -3.408127 -2.709240  0.00
C: -3.219752 2.156329 -5.266178  0.00
N: -2.181767 1.760076 -4.338741  0.00
C: -1.129909 0.911243 -4.600865  0.00
C: -0.489599 0.730183 -3.412544  0.00
N: -1.140253 1.439134 -2.435955  0.01
C: -2.147537 2.037312 -3.016304  0.00
H: -2.830128 2.105743 -6.280459  0.00
H: -3.524733 3.181214 -5.062741  0.00
H: -4.086546 1.499843 -5.185143  0.00
H: -0.939218 0.534905 -5.590515  0.00
H: 0.389437 0.148420 -3.192680  0.00
H: -2.876705 2.651504 -2.511846  0.00

Cartesian forces (eV/Å) of the 2 atoms listed first:
Ti -0.1 -0.8 0.0
O -0.2 0.0 0.2